This record from the OMol25 dataset describes a 9-piece molecular cluster, C32H84F6N4O16P overall at a distorted geometry. The level of theory is ωB97M-V/def2-TZVPD.

Geometry as XYZ:
```
143
Properties=species:S:1:pos:R:3:forces:R:3:lowdin_charge:R:1
P -0.95579 -0.71580 0.66981 -1.0708 0.8851 -0.0177 0.22
F -0.54768 0.86007 0.41767 0.1262 -0.7228 -0.3582 -0.16
F 0.21809 -1.22628 -0.29724 0.4924 -0.2466 0.3571 -0.14
F -0.00043 -0.71787 1.95951 -0.2552 0.0800 0.0101 -0.14
F -1.40543 -2.22972 1.03240 0.0726 0.4231 -0.3208 -0.15
F -2.27419 -0.13493 1.43837 0.3938 -0.3862 0.8401 -0.16
F -1.91426 -0.71775 -0.66939 0.1212 -0.2061 -0.0723 -0.19
C 6.62395 4.31140 4.07710 -0.3563 0.1824 0.2250 -0.12
O 5.49907 3.47837 4.22395 -0.3127 0.2518 0.2173 -0.19
C 5.11913 2.82980 3.02984 0.5036 -0.9521 -0.2575 -0.25
C 3.84336 2.04022 3.23752 0.1615 0.5520 -0.1435 -0.21
N 2.73094 3.00064 3.26728 0.6243 -0.7674 0.3188 -0.04
C 1.43936 2.35693 3.44059 -0.6499 -0.9904 -0.4047 -0.20
C 1.16890 1.46734 4.67074 0.2635 1.3357 -0.4174 -0.21
O 0.92050 2.37485 5.74350 -0.1641 -0.3940 0.3859 -0.19
C 0.11426 1.78824 6.75187 0.6875 -0.0538 -0.0331 -0.12
H 6.39465 5.10971 3.36618 0.2925 -0.0274 -0.2366 0.09
H 7.52026 3.75012 3.80007 -0.0031 -0.0246 -0.2828 0.08
H 6.81992 4.78503 5.03830 -0.0859 -0.0838 0.0812 0.08
H 5.93106 2.14003 2.75883 -0.0064 -0.0282 -0.1448 0.12
H 4.96098 3.50332 2.18058 0.0902 0.3419 0.1893 0.13
H 3.96004 1.41619 4.13190 -0.0730 0.1548 0.1861 0.11
H 3.74187 1.33329 2.41091 -0.2255 0.1657 -0.1900 0.13
H 3.01991 3.69759 3.94412 -0.7427 0.0356 0.2887 0.11
H 1.35675 1.67781 2.58392 -0.1260 0.0600 -0.1209 0.11
H 0.59993 3.04682 3.35336 0.2173 0.3130 -0.0225 0.11
H 2.04315 0.81375 4.77401 -0.1098 -0.0402 0.7530 0.11
H 0.27604 0.84571 4.57344 0.0927 -0.1062 -0.5465 0.10
H 0.66984 0.95466 7.19028 -0.1632 -0.0964 0.2847 0.09
H -0.83785 1.40316 6.37568 -0.0305 0.0426 -0.2266 0.07
H -0.09097 2.53931 7.51051 0.0794 0.0616 0.0223 0.08
C 2.64092 -2.97806 -2.08995 -0.7755 1.0788 0.6415 -0.10
O 3.27143 -2.53523 -3.27595 0.7069 -0.8850 0.2632 -0.15
C 2.69531 -3.16401 -4.38290 -0.7195 0.6964 -1.2639 -0.25
C 3.23480 -2.64084 -5.71295 -0.4428 0.4370 0.2379 -0.23
N 4.53703 -3.15568 -6.04355 0.3949 0.0236 0.4829 -0.07
C 5.21184 -2.55741 -7.18117 -0.2385 -0.8973 0.2297 -0.19
C 4.63829 -3.01561 -8.52942 0.5513 1.0142 -0.2904 -0.22
O 5.38106 -4.10162 -9.06616 0.1331 -0.1185 0.2791 -0.19
C 4.81294 -4.55523 -10.26541 0.1767 -0.2094 -0.6755 -0.14
H 2.17201 -3.95253 -2.20196 0.2222 -0.1927 0.0261 0.06
H 1.86857 -2.25483 -1.80828 -0.4019 -0.1374 -0.3907 0.06
H 3.25153 -2.93119 -1.18655 0.7750 -0.3646 -0.4866 0.09
H 1.62730 -2.90795 -4.41928 -0.1496 -0.1787 0.1899 0.12
H 2.75366 -4.25997 -4.41287 0.2505 -0.0946 0.5322 0.12
H 3.23487 -1.54651 -5.66202 0.4261 -0.0198 0.1336 0.13
H 2.45396 -2.83450 -6.46885 0.0336 -0.3321 -0.0512 0.11
H 4.52384 -4.16634 -6.07588 0.1031 0.0046 -0.1186 0.11
H 6.26874 -2.83509 -7.14712 -0.0087 -0.0290 -0.0893 0.12
H 5.17728 -1.48045 -7.01512 -0.1763 0.0713 -0.4164 0.12
H 4.73915 -2.20010 -9.26053 -0.3179 0.0828 0.0448 0.12
H 3.57981 -3.26806 -8.41522 -0.0339 -0.0659 -0.0674 0.11
H 4.08201 -5.34635 -10.07664 -0.3180 0.2433 -0.0714 0.09
H 5.55332 -4.97882 -10.95196 0.3798 -0.1176 0.5429 0.08
H 4.40789 -3.73112 -10.86379 -0.4417 0.0062 0.2873 0.08
C -1.48017 -9.79203 3.15067 -0.4496 0.1952 -0.3805 -0.10
O -2.39314 -9.01481 3.90590 0.6300 -0.0279 -0.0494 -0.20
C -2.03772 -8.91199 5.27725 -0.4085 -0.0168 0.2375 -0.23
C -2.73698 -7.66231 5.76804 0.0127 0.6008 -0.6475 -0.22
N -2.10239 -6.49447 5.13492 -0.3922 0.7016 0.3892 -0.06
C -2.81226 -5.27751 5.55510 -0.2575 -0.2503 0.5740 -0.23
C -2.55045 -4.13408 4.59922 0.0108 -0.8351 -0.6525 -0.25
O -2.99427 -2.92429 5.13815 -0.4344 -0.3845 -0.1556 -0.17
C -2.89312 -1.85178 4.24246 1.4342 1.3056 0.2353 -0.12
H -0.45940 -9.64220 3.50266 0.0774 -0.1674 0.0119 0.08
H -1.54062 -9.46275 2.11282 0.0218 0.1584 0.0405 0.08
H -1.76521 -10.84790 3.14056 0.1855 -0.1281 0.3347 0.08
H -0.96065 -8.79090 5.42595 0.0762 0.0251 -0.2527 0.12
H -2.33840 -9.83252 5.78964 -0.1438 0.0858 0.2240 0.12
H -2.73256 -7.45913 6.83939 0.4066 -0.4938 0.1386 0.12
H -3.80176 -7.71778 5.50433 -0.0798 -0.1462 -0.1115 0.11
H -2.21466 -6.50511 4.12501 0.0796 -0.6417 0.0197 0.10
H -2.58263 -5.00205 6.59043 0.4558 -0.0018 -0.1247 0.12
H -3.88993 -5.50218 5.59610 -0.1223 0.3124 -0.2098 0.11
H -3.07292 -4.41530 3.66992 -0.2609 0.4413 -0.0683 0.13
H -1.50037 -4.11517 4.27915 0.1977 0.2449 0.4405 0.13
H -3.13272 -0.94942 4.80841 -0.5963 -0.0988 -0.1431 0.08
H -3.41913 -1.89219 3.28605 -0.4245 -0.4261 0.2546 0.09
H -1.84042 -1.65489 3.98336 0.0284 -0.3946 -0.1746 0.08
C -2.53546 8.70542 -4.79563 -0.5272 0.3334 0.1563 -0.13
O -1.53861 8.82923 -3.82410 0.6521 -0.0178 0.0020 -0.21
C -2.01590 8.87083 -2.48524 0.1689 -0.3076 -0.5268 -0.22
C -0.86988 9.28795 -1.55408 -0.6297 -0.0848 0.0947 -0.21
N -0.21834 8.21303 -0.80763 0.3044 0.2255 -1.2350 -0.05
C 0.34019 7.22892 -1.75286 0.2326 -0.5870 0.9597 -0.21
C 1.19902 6.22577 -1.00525 -0.3796 -0.1961 -0.8690 -0.25
O 0.36777 5.24724 -0.41102 0.0900 0.7015 0.5562 -0.19
C 1.11623 4.35313 0.38161 0.1467 -0.5783 -0.1905 -0.11
H -3.14691 9.62069 -4.79132 -0.0549 -0.0685 -0.2224 0.08
H -3.22065 7.86453 -4.62882 0.1799 -0.1145 0.1201 0.09
H -2.06383 8.58108 -5.76794 0.0688 0.0434 0.0414 0.09
H -2.33786 7.84955 -2.25050 -0.4269 0.1736 0.3343 0.12
H -2.84274 9.58951 -2.44100 -0.1419 -0.1380 0.1552 0.11
H -1.25898 10.03203 -0.85715 0.1207 -0.0070 0.1173 0.11
H -0.16287 9.78589 -2.22052 0.3001 -0.0091 0.2712 0.12
H -0.86980 7.73924 -0.19351 -0.0831 0.0418 -0.0132 0.11
H 0.99045 7.71145 -2.48171 -0.1835 0.3493 -0.0061 0.12
H -0.41299 6.64182 -2.28797 -0.1119 0.1908 -0.1914 0.12
H 1.82724 6.78964 -0.30990 0.0392 -0.3045 0.3387 0.12
H 1.82113 5.71208 -1.74824 0.3266 0.0236 0.0869 0.12
H 1.58884 4.80686 1.25869 -0.0978 0.2238 -0.0712 0.08
H 1.90406 3.90165 -0.23639 0.0542 -0.0598 0.1161 0.09
H 0.45756 3.55206 0.71605 -0.0750 0.1007 -0.0234 0.07
C 0.01861 0.61414 -3.04841 -0.4203 0.1505 0.5299 -0.25
C -0.38684 2.09599 -3.03147 0.4201 -0.5657 0.0350 -0.25
O -1.35351 2.33857 -4.04107 -0.1199 0.1188 0.1885 -0.08
O 1.22288 0.39228 -2.32895 -0.1850 -0.1959 0.1841 -0.08
H 0.09398 0.21232 -4.05975 0.2612 0.3709 -0.2360 0.11
H -0.80984 0.07053 -2.59521 0.0002 -0.2538 0.0966 0.09
H 0.51726 2.69516 -3.15711 -0.1534 0.1704 -0.4755 0.11
H -0.78436 2.37016 -2.05104 0.0025 -0.1170 0.0900 0.11
H -2.18287 2.00501 -3.66251 0.0212 0.1156 -0.1526 0.06
H 0.98549 -0.09765 -1.52461 0.2176 0.3633 -0.3557 0.03
C -2.44300 2.27607 3.67504 1.2386 0.2242 0.2601 -0.24
C -2.77175 3.55383 4.42640 0.2982 -0.1139 -0.6735 -0.25
O -3.96029 4.16159 3.94088 -0.1203 0.0764 0.2192 -0.07
O -2.10271 2.62024 2.33658 -0.7715 -0.0705 0.0344 -0.07
H -3.22749 1.52966 3.82845 -0.2130 0.0302 -0.5666 0.12
H -1.50279 1.85969 4.05398 -0.2792 -0.0929 0.7527 0.09
H -1.92548 4.23097 4.27811 0.0595 0.0641 0.1959 0.12
H -2.89177 3.36211 5.49122 -0.1248 -0.0247 0.0189 0.12
H -3.76476 4.51397 3.06688 0.0119 -0.1605 -0.0538 0.08
H -1.74631 1.81966 1.92771 -0.1459 0.1742 -0.2549 0.04
C -5.16051 -0.44379 -1.36421 0.0498 -0.3983 0.4553 -0.24
C -4.81214 0.99991 -1.68843 0.8596 0.0989 0.7832 -0.20
O -3.43719 1.16717 -2.08489 -0.5380 -0.4555 -0.5488 -0.09
O -5.85304 -1.04115 -2.46107 -0.0841 0.1688 0.0205 -0.07
H -5.73376 -0.51298 -0.43086 -0.4126 0.2591 -0.2159 0.12
H -4.27464 -1.03911 -1.12776 0.3176 0.2679 -0.2080 0.10
H -4.88724 1.64405 -0.80766 -0.5637 -0.2309 0.1649 0.12
H -5.52190 1.35902 -2.43227 0.3623 0.0815 -0.3163 0.12
H -2.93835 0.54346 -1.52939 0.0915 0.3478 -0.1996 0.04
H -5.97025 -1.97350 -2.26278 -0.0055 -0.0204 -0.0273 0.08
C -0.61552 -4.56378 -1.72760 0.5860 1.0823 -0.1555 -0.24
C -1.40143 -4.77201 -0.43719 -0.3070 -0.3590 -0.5692 -0.24
O -1.51533 -6.17097 -0.22304 0.1187 -0.4107 0.8978 -0.07
O -1.27105 -5.08097 -2.87866 -0.3993 -0.4023 0.1044 -0.07
H 0.36143 -5.04852 -1.68657 -0.2842 -0.4973 0.2567 0.11
H -0.32719 -3.52745 -1.94848 -0.4697 0.2015 0.4992 0.11
H -2.40118 -4.31704 -0.44150 0.0225 0.0847 -0.5098 0.12
H -0.96451 -4.32052 0.44778 0.5675 -0.2180 -0.1574 0.10
H -2.08644 -6.59330 -0.86657 0.0010 0.3184 -0.3111 0.07
H -2.10288 -4.60418 -2.97710 0.0980 0.0504 -0.0649 0.09
```
Positions in Å, forces in eV/Å.

Properties
ΔE to the lowest compared entry with this formula, charge and spin ... 184.3 kJ/mol
HOMO-LUMO gap ... 8.858 eV
Lowest unoccupied orbital energy ... 2.1 eV
Total charge ... -1